Arrangement a

Here is 2 unconnected molecules or ions with the total composition C4H12N3 from the Open Molecules 2025 dataset. Energies are from ωB97M-V with the def2-TZVPD basis set.

The geometry in XYZ format:
```
19
Properties=species:S:1:pos:R:3:lowdin_charge:R:1
C -3.2234 -0.0190 0.3398 0.03
C -2.2234 0.6926 -0.1252 0.00
C -0.4246 -1.5732 -0.3714 -0.02
C -0.5463 -0.0850 -0.2368 -0.11
N 0.4704 1.8897 0.5129 0.14
N 0.4588 0.5942 0.1172 -0.01
N 3.1128 -0.2687 -0.3183 0.01
H -4.1796 0.3149 0.5638 0.06
H -3.1096 -1.0323 0.3763 0.04
H -2.2585 1.8082 -0.1734 0.09
H -1.2301 -1.9350 -1.1232 0.14
H 0.5487 -1.7309 -0.8932 0.09
H -0.2998 -2.1520 0.4732 0.07
H 1.4114 2.1814 0.7658 0.13
H -0.3616 2.1475 0.9497 0.08
H 1.3078 0.0514 0.0548 0.08
H 3.6497 0.6852 -0.1492 0.11
H 3.4342 -0.8726 0.4151 0.03
H 3.4632 -0.6963 -1.1779 0.05
```

gap between HOMO and LUMO: 0.38228 hartree
HOMO energy: -13.95 eV
charge: +1
molecular weight: 102.16 g/mol


Arrangement b

Here is a gas-phase ion, C4H12N3 (charge +1) from the Open Molecules 2025 dataset. Energies are from ωB97M-V with the def2-TZVPD basis set.

The geometry in XYZ format:
```
19
Properties=species:S:1:pos:R:3:lowdin_charge:R:1
N -3.0485 -0.8097 0.2765 0.01
C -1.6579 -0.5969 0.5953 -0.31
C -0.9288 -0.0164 -0.6188 -0.14
C 0.5331 0.2251 -0.4343 -0.32
N 1.1308 1.1913 -1.2320 0.11
C 1.2580 -0.3958 0.5167 -0.04
N 2.5727 0.2271 0.8448 0.19
H -3.4541 -0.0101 -0.1894 0.07
H -3.6149 -1.0668 1.0708 0.08
H -1.1728 -1.5521 0.8034 0.11
H -1.4885 0.0283 1.4841 0.12
H -1.2000 -0.6934 -1.4350 0.14
H -1.4077 0.9132 -0.9623 0.13
H 0.4595 1.6725 -1.8239 0.11
H 1.8776 0.8655 -1.8321 0.12
H 1.0957 -1.3938 0.8796 0.13
H 2.5933 1.2302 0.6443 0.16
H 3.3439 -0.1682 0.2965 0.17
H 2.7622 0.0281 1.8264 0.17
```

gap between HOMO and LUMO: 0.32109 hartree
HOMO energy: -12.29 eV
charge: +1
molecular weight: 102.16 g/mol
SMILES: NCC/C(N)=C/[NH3+]


Verdict on stability: arrangement a comes out at the bottom.


Arrangement a

Here is C2H4N2 in the gas phase from the Open Molecules 2025 dataset. Energies are from ωB97M-V with the def2-TZVPD basis set.

The geometry in XYZ format:
```
8
Properties=species:S:1:pos:R:3:lowdin_charge:R:1
H 1.8266 -1.3976 -1.5392 0.01
N 1.0444 -0.9729 -1.1915 0.10
C 1.1758 -0.5808 -0.0103 -0.08
N -0.4016 0.1039 0.5405 -0.05
C -1.3670 0.9636 0.4383 -0.17
H 1.5068 -0.8256 0.9434 0.07
H -2.3144 0.9509 1.1603 0.08
H -1.4705 1.7584 -0.3415 0.04
```

gap between HOMO and LUMO: 0.32412 hartree
HOMO energy: -8.13 eV
molecular weight: 56.07 g/mol
SMILES: [H]/N=C/N=C


Arrangement b

Here is C2H4N2 in the gas phase from the Open Molecules 2025 dataset. Energies are from ωB97M-V with the def2-TZVPD basis set.

The geometry in XYZ format:
```
8
Properties=species:S:1:pos:R:3:lowdin_charge:R:1
C -0.8874 -0.2318 0.3011 -0.29
C 0.8076 0.2934 -0.3055 -0.42
N 0.1848 -0.9331 -0.4668 0.08
N -0.2140 0.9965 0.2793 0.07
H -1.8014 -0.1306 -0.2557 0.11
H -1.2007 -0.8549 1.2198 0.15
H 1.5945 0.0764 0.3898 0.12
H 1.5166 0.7840 -1.1619 0.17
```

gap between HOMO and LUMO (spin up / spin down): 0.32848 / 0.33865 hartree
HOMO energy (spin up / spin down): -9.66 / -9.62 eV
molecular weight: 56.07 g/mol


Arrangement c

Here is a molecular structure, C2H4N2 from the Open Molecules 2025 dataset. Energies are from ωB97M-V with the def2-TZVPD basis set.

The geometry in XYZ format:
```
8
Properties=species:S:1:pos:R:3:lowdin_charge:R:1
C 0.1508 0.1061 -1.0585 -0.13
C -0.5761 -0.4917 -0.1181 -0.28
N 0.9348 0.6575 0.0956 -0.02
N 0.1731 -0.1999 0.9465 -0.09
H -0.0285 0.3836 -2.1243 0.09
H -2.2653 -0.9542 0.3471 0.19
H 1.9394 0.4933 0.0845 0.10
H -0.3282 0.0052 1.8272 0.13
```

gap between HOMO and LUMO: 0.32292 hartree
HOMO energy: -8.57 eV
molecular weight: 56.07 g/mol


Arrangement d

Here is C2H4N2 in the gas phase from the Open Molecules 2025 dataset. Energies are from ωB97M-V with the def2-TZVPD basis set.

The geometry in XYZ format:
```
8
Properties=species:S:1:pos:R:3:lowdin_charge:R:1
H -2.0125 1.0973 -0.3201 0.07
N -2.2122 0.0566 -0.0407 0.06
N -1.0988 -0.3950 0.3069 -0.13
C 0.1690 0.2266 0.1852 -0.25
C 1.2577 -0.5297 -0.0052 0.01
H 0.3641 1.3644 0.1397 0.12
H 1.2920 -1.6443 -0.3118 0.10
H 2.2407 -0.1757 0.0460 0.03
```

gap between HOMO and LUMO: 0.34284 hartree
HOMO energy: -9.42 eV
molecular weight: 56.07 g/mol
SMILES: [H]/N=N\C=C


Verdict on stability: arrangement c comes out at the bottom.


Arrangement a

Here is 2 unconnected molecules or ions with the total composition C2H4N2 from the Open Molecules 2025 dataset. Energies are from ωB97M-V with the def2-TZVPD basis set.

The geometry in XYZ format:
```
8
Properties=species:S:1:pos:R:3:lowdin_charge:R:1
C 0.4507 -0.7427 2.3022 -0.49
C 0.4363 0.1191 -0.4678 0.14
N 1.4936 -1.0282 2.7161 0.14
N -0.5280 -0.1138 1.7707 0.13
H 0.7852 -0.8403 -0.7498 0.01
H -0.5395 0.4014 -0.6605 -0.02
H 1.1501 0.9763 -0.2912 0.06
H -1.0231 -0.6983 1.1467 0.03
```

gap between HOMO and LUMO (spin up / spin down): 0.35539 / 0.27599 hartree
HOMO energy (spin up / spin down): -10.42 / -9.51 eV
molecular weight: 56.07 g/mol


Arrangement b

Here is C2H4N2 in the gas phase from the Open Molecules 2025 dataset. Energies are from ωB97M-V with the def2-TZVPD basis set.

The geometry in XYZ format:
```
8
Properties=species:S:1:pos:R:3:lowdin_charge:R:1
H 2.0835 0.4935 -1.0935 0.05
N 1.1963 0.0179 -0.9500 0.09
C 0.3384 0.6101 -0.2093 -0.27
C -0.5956 -0.3583 0.2669 -0.29
N 0.0146 -1.4139 0.5188 0.10
H -0.6066 -2.1470 0.7335 0.03
H 0.6355 1.6060 0.3799 0.14
H -1.7869 -0.3100 0.1733 0.15
```

gap between HOMO and LUMO: 0.39255 hartree
HOMO energy: -9.86 eV
molecular weight: 56.07 g/mol
SMILES: [H]/N=C/C=N/[H]


Arrangement c

Here is C2H4N2 in the gas phase from the Open Molecules 2025 dataset. Energies are from ωB97M-V with the def2-TZVPD basis set.

The geometry in XYZ format:
```
8
Properties=species:S:1:pos:R:3:lowdin_charge:R:1
C -0.2960 1.1319 -1.2637 0.03
N 0.2043 0.7337 -0.0508 -0.08
N 0.4449 -0.5182 0.2210 -0.14
C -0.1203 -1.2370 1.1896 -0.06
H -0.3498 2.0092 -1.7404 0.00
H -0.5659 0.2956 -1.9063 0.05
H -1.1620 -0.7944 1.7775 0.12
H 0.0311 -2.3889 1.1220 0.07
```

gap between HOMO and LUMO: 0.35264 hartree
HOMO energy: -9.28 eV
molecular weight: 56.07 g/mol
SMILES: C=NN=C


Arrangement d

Here is 2 unconnected molecules or ions with the total composition C2H4N2 from the Open Molecules 2025 dataset. Energies are from ωB97M-V with the def2-TZVPD basis set.

The geometry in XYZ format:
```
8
Properties=species:S:1:pos:R:3:lowdin_charge:R:1
C -1.0452 0.8499 1.5463 -0.44
C 0.6723 -1.0539 -1.1079 0.09
N -1.1811 0.5508 2.6442 0.18
N -0.8879 1.3590 0.4104 0.21
H 0.3689 -1.0799 -2.0987 -0.04
H 1.3721 -0.1445 -1.0099 0.02
H 0.7445 -1.7479 -0.3248 -0.02
H -0.0436 1.2666 -0.0597 0.01
```

gap between HOMO and LUMO (spin up / spin down): 0.39162 / 0.26218 hartree
HOMO energy (spin up / spin down): -11.20 / -9.62 eV
molecular weight: 56.07 g/mol


Verdict on stability: arrangement d comes out at the bottom.


Arrangement a

Here is C7H8O2 in the gas phase from the Open Molecules 2025 dataset. Energies are from ωB97M-V with the def2-TZVPD basis set.

The geometry in XYZ format:
```
17
Properties=species:S:1:pos:R:3:lowdin_charge:R:1
C -0.3413 -1.9679 1.0648 -0.02
C -0.6212 -1.5955 -0.1761 -0.02
C -0.5625 -0.1566 -0.3568 -0.21
C -1.0165 1.0563 -1.2889 0.00
C 0.2835 0.6632 -1.2559 -0.44
O 0.9906 1.6008 -0.5667 -0.05
C 1.3500 0.7264 0.6730 -0.05
C -0.0055 0.3691 1.0611 -0.24
O 0.0957 -0.8169 1.8930 -0.09
H -0.1711 -2.8913 1.5401 0.10
H -0.8331 -2.3355 -0.8657 0.09
H -1.2849 1.8933 -0.7008 0.10
H -1.7161 0.8768 -2.2069 0.15
H 0.5639 -0.0063 -2.0457 0.16
H 1.8414 1.4233 1.4259 0.15
H 2.0591 -0.0471 0.1941 0.17
H -0.6321 1.2079 1.6115 0.20
```

gap between HOMO and LUMO: 0.34143 hartree
HOMO energy: -8.26 eV
molecular weight: 124.14 g/mol
SMILES: C1=C[C@]23C[C@H]2OC[C@@H]3O1


Arrangement b

Here is 2 unconnected molecules or ions with the total composition C7H8O2 from the Open Molecules 2025 dataset. Energies are from ωB97M-V with the def2-TZVPD basis set.

The geometry in XYZ format:
```
17
Properties=species:S:1:pos:R:3:lowdin_charge:R:1
C 1.9866 -1.9414 0.1007 -0.03
C 2.0135 -0.4621 -0.0121 -0.46
O 2.7120 -0.0473 -0.9366 0.05
C 1.1869 0.3586 0.8924 -0.03
C 1.0249 1.6411 0.6578 -0.12
O 0.7717 2.7478 0.3464 0.21
H 2.8310 -2.1903 0.6928 0.08
H 1.8750 -2.5627 -0.8012 0.10
H 1.1317 -2.3673 0.6570 0.08
H 0.7628 -0.1162 1.7518 0.11
C -2.4296 2.2322 -1.1160 0.09
C -2.3412 1.1994 -0.5305 -0.23
C -2.2332 -0.1381 -0.0671 -0.11
H -2.5154 3.2371 -1.6341 0.07
H -1.3670 -0.4467 0.4689 0.04
H -2.2438 -0.8392 -0.8846 0.09
H -3.1660 -0.3047 0.4146 0.07
```

gap between HOMO and LUMO: 0.37714 hartree
HOMO energy: -9.83 eV
molecular weight: 124.14 g/mol
SMILES: CC(=O)C=C=O.C#CC


Arrangement c

Here is a molecular structure, C7H8O2 from the Open Molecules 2025 dataset. Energies are from ωB97M-V with the def2-TZVPD basis set.

The geometry in XYZ format:
```
17
Properties=species:S:1:pos:R:3:lowdin_charge:R:1
C 1.4335 0.4398 -1.2539 0.00
C 1.0893 0.7011 0.1900 -0.42
C -0.0933 -0.7883 0.8706 -0.11
C -1.0050 0.0950 0.3362 -0.24
C -1.9124 -0.4693 -0.7209 -0.21
C 0.2014 -1.8337 1.6045 0.06
C -0.6775 1.4809 0.3009 0.01
O 1.8188 1.0613 1.0704 0.09
O -2.4948 0.2012 -1.5367 0.08
H -2.0302 -1.5684 -0.6748 0.13
H 2.2371 -0.2972 -1.2917 0.09
H 1.7981 1.3735 -1.6848 0.10
H 0.5747 0.0920 -1.8187 0.08
H -0.4766 -2.2241 2.3584 0.07
H 1.1686 -2.3185 1.5255 0.07
H -0.4949 2.0074 1.2275 0.10
H -1.1366 2.0472 -0.5025 0.09
```

gap between HOMO and LUMO (spin up / spin down): 0.26153 / 0.26151 hartree
HOMO energy (spin up / spin down): -8.36 / -8.36 eV
molecular weight: 124.14 g/mol


Verdict on stability: arrangement c comes out at the bottom.


Arrangement a

Here is C4H9NOS2 in the gas phase from the Open Molecules 2025 dataset. Energies are from ωB97M-V with the def2-TZVPD basis set.

The geometry in XYZ format:
```
17
Properties=species:S:1:pos:R:3:lowdin_charge:R:1
C 1.3911 1.1659 0.0508 -0.28
C 2.1849 0.3018 0.9817 -0.25
C 0.0797 -0.8127 -0.3688 -0.78
C -2.8184 -0.8732 -0.0170 -0.32
N 0.1021 0.5269 -0.1556 -0.14
O 2.7319 -1.7813 -0.7631 -0.54
S -1.2128 -1.7917 0.4578 0.78
S 1.8038 -1.5129 0.3025 0.87
H 1.1354 2.2299 0.3271 0.14
H 1.9307 1.3041 -0.9070 0.12
H 3.3149 0.3154 1.0418 0.10
H 1.8438 0.4990 2.0017 0.08
H 0.1811 -1.1159 -1.3538 0.05
H -2.5257 0.1377 -0.0299 -0.02
H -3.4987 -1.1899 0.7694 0.03
H -2.8774 -1.2260 -1.1192 0.07
H -0.4957 0.8065 0.6003 0.10
```

gap between HOMO and LUMO: 0.33506 hartree
HOMO energy: -8.45 eV
molecular weight: 151.26 g/mol


Arrangement b

Here is C4H9NOS2 in the gas phase from the Open Molecules 2025 dataset. Energies are from ωB97M-V with the def2-TZVPD basis set.

The geometry in XYZ format:
```
17
Properties=species:S:1:pos:R:3:lowdin_charge:R:1
C 0.4986 -1.5307 1.2009 -0.06
C 0.0042 -0.2905 0.3645 -0.37
C 1.2727 0.3998 -0.2956 -0.51
S 1.5669 2.1858 -0.1274 0.42
S -0.0056 3.4791 -0.3380 0.34
N -1.0761 -0.8562 -0.4402 0.03
C -1.6031 -0.2467 -1.5328 -0.33
O -1.3990 0.9477 -1.6390 -0.03
H 0.4987 -1.2255 2.2613 0.09
H -0.3496 -2.2820 1.2578 0.07
H 1.2504 -2.1801 0.7505 0.08
H -0.3291 0.4863 1.0653 0.12
H 2.0863 -0.0829 0.2539 0.06
H 1.3901 0.0811 -1.3252 0.07
H -0.1752 3.6954 0.9465 -0.23
H -1.3183 -1.8129 -0.2106 0.11
H -2.3120 -0.7679 -2.1918 0.13
```

gap between HOMO and LUMO: 0.34714 hartree
HOMO energy: -8.75 eV
molecular weight: 151.26 g/mol
SMILES: C[C@@H](CSS)NC=O


Arrangement c

Here is C4H9NOS2 in the gas phase from the Open Molecules 2025 dataset. Energies are from ωB97M-V with the def2-TZVPD basis set.

The geometry in XYZ format:
```
17
Properties=species:S:1:pos:R:3:lowdin_charge:R:1
C 0.6141 -0.9361 -2.4422 -0.44
S -0.0411 0.5389 -1.7341 0.82
C 0.1981 0.5328 0.1375 -0.61
N 1.2553 0.6146 0.7736 -0.41
S 2.6537 1.1303 0.1141 0.74
C -0.9027 0.0235 0.9372 -0.51
C -0.8283 0.1928 2.4211 -0.05
O -2.2014 0.4761 0.4972 -0.05
H 1.5733 -0.9989 -1.9348 0.01
H 0.0347 -1.8863 -2.2816 0.05
H 0.4715 -0.5224 -3.6126 0.11
H 2.4861 1.3445 -1.2568 -0.13
H -0.7504 -1.1523 0.8099 0.18
H 0.1256 -0.3521 2.4308 0.07
H -0.8484 1.1493 2.9565 0.09
H -1.7228 -0.5139 2.6322 0.12
H -2.1173 0.3592 -0.4481 0.01
```

gap between HOMO and LUMO: 0.34267 hartree
HOMO energy: -9.04 eV
molecular weight: 151.26 g/mol
SMILES: CS/C(=N\S)[C@@H](C)O


Verdict on stability: arrangement c comes out at the bottom.


Arrangement a

Here is C4H9NOS2 in the gas phase from the Open Molecules 2025 dataset. Energies are from ωB97M-V with the def2-TZVPD basis set.

The geometry in XYZ format:
```
17
Properties=species:S:1:pos:R:3:lowdin_charge:R:1
C -1.4287 -0.9395 -0.9780 -0.05
C -0.5863 0.0371 -0.1854 -0.39
N -0.7529 1.2987 -0.2838 0.05
O -1.7177 1.5386 -1.3463 -0.13
C 0.5389 -0.5224 0.6689 -0.63
S 1.7157 -1.5554 -0.5203 0.64
C 1.2998 0.4178 1.4973 -0.58
S 2.4482 1.6334 0.6052 0.63
H -1.4888 -1.9635 -0.5692 0.09
H -1.0900 -0.9045 -1.9629 0.06
H -2.3667 -0.3933 -1.0698 0.07
H -2.0576 2.5262 -1.2991 0.15
H 0.2840 -1.3721 1.3175 0.09
H 1.2100 -2.8991 -0.1382 -0.07
H 0.5298 0.9204 2.0580 0.07
H 1.9877 -0.3363 2.0916 0.11
H 1.4744 2.5140 0.1146 -0.13
```

gap between HOMO and LUMO: 0.35254 hartree
HOMO energy: -9.09 eV
molecular weight: 151.26 g/mol
SMILES: C/C(=N\O)[C@@H](S)CS


Arrangement b

Here is 2 unconnected molecules or ions with the total composition C4H9NOS2 from the Open Molecules 2025 dataset. Energies are from ωB97M-V with the def2-TZVPD basis set.

The geometry in XYZ format:
```
17
Properties=species:S:1:pos:R:3:lowdin_charge:R:1
S 3.6123 -0.0188 -0.2740 0.24
S 1.5844 -0.6282 0.2591 0.30
C 0.4565 -1.7371 0.9925 -0.44
C -1.5949 0.4618 0.3197 -0.27
C -1.2936 0.5516 -1.2143 -0.20
O -2.0988 0.7942 -2.0563 0.09
N -2.6954 1.1678 0.7747 0.05
C -3.9032 0.4207 0.8544 -0.13
H 3.6946 1.0462 0.5343 -0.24
H 0.6808 -1.9594 2.0340 -0.02
H 0.2842 -2.6398 0.4021 -0.01
H -0.7286 0.8501 0.8572 0.10
H -0.2554 0.4269 -1.5687 0.10
H -1.6950 -0.6349 0.5305 0.12
H -3.9854 -0.2143 1.7558 0.11
H -4.6919 1.1587 1.0086 0.08
H -4.0659 -0.2356 -0.0108 0.10
```

gap between HOMO and LUMO: 0.13507 hartree
HOMO energy: -7.28 eV
molecular weight: 151.26 g/mol


Verdict on stability: arrangement b comes out at the bottom.